Record 1
C3H6N3O2P in the gas phase in a non-equilibrium geometry, computed with ωB97M-V/def2-TZVPD.

As for the SMILES: NP(O)C/C=N\C1=NO1. The highest occupied orbital energy is -0.316 Ha. For the LUMO energy, the calculation gives 0.27 eV. For the strongest force on any atom, the calculation gives 2.04 eV/Å. As for the electronic energy: -773.90475 a.u. The value obtained for the energy above the lowest of the compared OMol25 structures with the same formula, charge and spin is 3.740 eV. Its spin multiplicity is 1.

CARTESIAN COORDINATES (ANGSTROEM)
N 0.7600 0.8438 1.4185
P 0.4896 0.9788 -0.2457
O 2.0157 1.3740 -0.7504
C 0.6658 -0.8673 -0.6182
C -0.4647 -1.6788 -0.1245
N -1.6306 -1.2810 0.1382
C -2.2209 -0.1182 0.0979
N -2.8324 0.7912 0.7062
O -2.8793 0.5879 -0.8316
H 0.3366 1.5928 1.9526
H 1.7435 0.7588 1.6559
H 2.0107 1.9752 -1.4955
H 1.6153 -1.2438 -0.2243
H 0.6975 -0.9702 -1.7111
H -0.3068 -2.7433 0.0321


Record 2
2 unconnected molecules or ions with the total composition C9H14S in a non-equilibrium geometry, computed with ωB97M-V/def2-TZVPD.

As for the SMILES: Cc1ccccc1.CSC. The highest occupied orbital energy is -0.308 Ha. For the LUMO energy, the calculation gives 0.92 eV. For the strongest force on any atom, the calculation gives 1.18 eV/Å. As for the electronic energy: -749.50364 a.u. The value obtained for the energy above the lowest of the compared OMol25 structures with the same formula, charge and spin is 0.253 eV. Its spin multiplicity is 1.

CARTESIAN COORDINATES (ANGSTROEM)
C 1.7692 0.0605 1.2879
C 1.5015 -0.1435 -0.1712
C 1.3670 -1.3954 -0.7596
C 1.3600 -1.5532 -2.1376
C 1.3796 -0.4405 -2.9666
C 1.4045 0.8216 -2.3833
C 1.4579 0.9703 -1.0014
H 1.3782 -0.6843 1.9803
H 1.4001 1.0311 1.6304
H 2.8466 0.1480 1.4421
H 1.4235 -2.2574 -0.1075
H 1.2795 -2.5525 -2.5439
H 1.5179 -0.5195 -4.0365
H 1.3014 1.7052 -3.0067
H 1.4654 1.9772 -0.6015
C -3.4901 0.0605 0.5368
S -2.1863 -0.8333 1.4393
C -1.5924 0.5492 2.4272
H -3.6600 -0.4844 -0.3945
H -4.4192 -0.0623 1.0940
H -3.1876 1.0861 0.3528
H -1.3345 1.3782 1.7629
H -0.6794 0.2901 2.9543
H -2.3028 0.8482 3.2021


Record 3
A molecular structure, C36H37Cl2IN5NaO3Si, computed with ωB97M-V/def2-TZVPD.

As for the charge: -2. The highest occupied orbital energy is -0.067 Ha. For the LUMO energy, the calculation gives 3.52 eV. For the strongest force on any atom, the calculation gives 0.47 eV/Å. As for the electronic energy: -3563.61963 a.u. Its spin multiplicity is 1.

CARTESIAN COORDINATES (ANGSTROEM)
Na 0.3142 -0.1472 -1.0549
C 4.2532 -2.0176 0.3027
C 4.0858 -0.7379 1.0817
C 5.1775 0.0669 1.3879
C 4.9193 1.2342 2.1136
C 3.6417 1.5545 2.4936
C 2.5451 0.6931 2.1508
N 2.8438 -0.4468 1.4439
N 1.2821 0.9023 2.4399
Si 0.4886 1.7823 3.6269
C -1.3593 1.4126 3.5236
C 1.0751 1.2775 5.3660
C 0.6827 3.6738 3.5698
H 4.5108 -2.8393 0.9786
H 5.0513 -1.9285 -0.4373
H 3.3205 -2.2681 -0.2055
H 6.1722 -0.1935 1.0494
H 5.7343 1.9055 2.3717
H 3.4385 2.4673 3.0403
H -1.5067 0.5137 2.9195
H -1.9304 2.2192 3.0560
H -1.7951 1.2294 4.5112
H 0.9420 0.2020 5.5074
H 0.5158 1.7996 6.1493
H 2.1375 1.5046 5.4936
H 0.4160 4.0605 2.5832
H 1.7032 3.9966 3.7927
H 0.0156 4.1402 4.3038
C 4.7013 0.9966 -2.3547
C 5.0344 0.0151 -3.2755
C 4.1100 -0.9696 -3.5713
C 2.8538 -0.9585 -2.9497
N 2.5549 -0.0146 -2.0461
C 3.4481 0.9268 -1.7664
C 1.8351 -2.0065 -3.2513
C 1.8183 -2.5362 -4.5504
C 0.9408 -3.5566 -4.8791
C 0.0846 -4.0404 -3.8960
C 0.1000 -3.4692 -2.6277
C 0.9552 -2.4247 -2.2264
H 5.3888 1.7814 -2.0702
H 6.0115 0.0056 -3.7464
H 4.3574 -1.7672 -4.2591
H 3.1512 1.6568 -1.0195
H 2.4657 -2.1320 -5.3247
H 0.9147 -3.9567 -5.8874
H -0.6081 -4.8466 -4.1299
H -0.6293 -3.8628 -1.9143
N 0.7879 -2.3493 1.4788
C -0.4150 -2.3280 0.9248
O -0.9229 -1.3571 0.3705
C -1.1870 -3.6381 0.9206
I -1.7650 -4.2848 2.8769
H 1.4465 -1.5462 1.4190
H 1.1046 -3.1936 1.9221
H -0.5961 -4.4421 0.4906
H -2.1049 -3.4928 0.3669
Cl -4.6599 -0.2384 1.6243
C -4.4430 -1.0447 0.1052
C -5.0122 -2.2995 -0.0404
C -4.7267 -3.0644 -1.1582
C -3.8552 -2.5696 -2.1173
C -3.3276 -1.3000 -1.9784
Cl -2.3013 -0.6967 -3.2340
C -3.6264 -0.4699 -0.8817
N -3.0530 0.7749 -0.7573
C -3.7395 1.9595 -0.4923
C -5.1187 2.0736 -0.6618
C -5.7648 3.2736 -0.4079
C -5.0387 4.3797 -0.0004
C -3.6623 4.2678 0.1552
C -2.9883 3.0754 -0.0719
C -1.5005 2.9841 0.1275
C -0.7256 2.9120 -1.2155
O -0.3323 3.9732 -1.7021
O -0.5970 1.7453 -1.7104
H -5.6295 -2.6834 0.7607
H -5.1465 -4.0571 -1.2606
H -3.5764 -3.1535 -2.9838
H -2.1275 0.9286 -1.1890
H -5.6803 1.2118 -1.0021
H -6.8393 3.3398 -0.5370
H -5.5335 5.3240 0.1939
H -3.0813 5.1275 0.4687
H -1.2625 2.0938 0.7153
H -1.1618 3.8669 0.6678


Record 4
A molecular structure, C13H29N7O2PtSe in a non-equilibrium geometry, computed with ωB97M-V/def2-TZVPD.

As for the charge: +2. The highest occupied orbital energy is -0.490 Ha. For the LUMO energy, the calculation gives -5.47 eV. For the strongest force on any atom, the calculation gives 1.19 eV/Å. As for the electronic energy: -3566.78423 a.u. The value obtained for the energy above the lowest of the compared OMol25 structures with the same formula, charge and spin is 0.323 eV. Its spin multiplicity is 1.

CARTESIAN COORDINATES (ANGSTROEM)
Pt 0.0677 -0.2443 0.6361
C -0.2156 -1.3075 3.6592
O 0.7153 -0.7433 2.7292
C 2.0686 -1.1941 2.9782
C 3.0344 -0.4884 2.0546
O 2.8199 -0.8467 0.7080
C 3.4439 -2.0491 0.2948
H 0.0579 -1.0276 4.6767
H -0.2236 -2.3997 3.5871
H -1.1972 -0.9037 3.4260
H 2.1074 -2.2806 2.8529
H 2.3088 -0.9592 4.0177
H 4.0632 -0.6935 2.3653
H 2.8681 0.5887 2.1210
H 4.5297 -1.9858 0.4033
H 3.2045 -2.1865 -0.7579
H 3.0831 -2.9177 0.8558
C 0.4372 0.3471 -4.0620
N 0.0445 -0.9653 -3.5573
C -0.0615 -2.0769 -4.5048
C -0.1106 -1.1485 -2.2350
N 0.1441 -0.2180 -1.3584
N -0.5355 -2.4122 -1.8589
C -0.6418 -2.9363 -0.5871
N -1.0048 -4.2290 -0.5383
N -0.4282 -2.2130 0.4591
H 0.2197 0.3887 -5.1243
H 1.5027 0.5369 -3.9126
H -0.1487 1.1305 -3.5828
H 0.1554 -1.6992 -5.4981
H -1.0736 -2.4881 -4.5338
H 0.6650 -2.8620 -4.2873
H 0.5841 0.5998 -1.7501
H -0.7519 -3.0406 -2.6136
H -1.1915 -4.7704 -1.3642
H -1.1516 -4.6844 0.3457
H -0.5418 -2.7006 1.3370
C -1.8983 3.8004 3.2641
N -2.0199 3.7928 1.8081
C -2.9359 4.5308 1.0895
C -2.7256 4.2608 -0.2142
N -1.6767 3.3639 -0.2757
C -1.1116 2.8425 -1.5031
C -1.2599 3.0752 0.9660
Se 0.1655 1.9964 1.5678
H -2.5256 4.5988 3.6485
H -0.8660 3.9874 3.5471
H -2.2268 2.8453 3.6679
H -3.6427 5.1832 1.5696
H -3.2087 4.6339 -1.0991
H -1.4280 3.4818 -2.3231
H -1.4633 1.8260 -1.6659
H -0.0241 2.8619 -1.4285


Record 5
6 unconnected molecules or ions with the total composition C31H46F3NO22 in a non-equilibrium geometry, computed with ωB97M-V/def2-TZVPD.

As for the SMILES: CCCCOC1=C(F)C(=O)C(CCOC(C)=O)=C(N(C(=O)F)C(=O)F)C1=O.COC(=O)OC.COC(=O)OC.COC(=O)OC.COC(=O)OC.COC(=O)OC. The highest occupied orbital energy is -0.387 Ha. For the LUMO energy, the calculation gives -3.17 eV. For the strongest force on any atom, the calculation gives 10.15 eV/Å. As for the electronic energy: -3217.91985 a.u. Its spin multiplicity is 1.

CARTESIAN COORDINATES (ANGSTROEM)
C -5.1977 -2.7878 1.2882
C -6.7856 -2.4333 1.5884
C -7.5084 -1.7982 0.2458
C -7.7971 -3.0202 -0.8084
O -8.3508 -2.6080 -2.1075
C -7.4852 -1.6096 -2.7821
C -7.9754 -0.1749 -2.7046
F -9.2331 0.2299 -2.0041
C -7.0401 0.9895 -3.3877
O -7.5726 2.2303 -3.5497
C -5.4975 0.6036 -3.9021
C -4.5367 1.9090 -4.2722
C -4.4768 2.8477 -2.8909
O -3.0998 3.1495 -2.4605
C -3.0782 2.9189 -0.9834
C -2.1722 1.7090 -0.3333
O -3.7561 3.7140 -0.1277
C -5.0202 -0.8312 -4.0193
N -3.6134 -1.0207 -4.5437
C -3.6932 -1.8403 -5.8128
O -3.6509 -3.1758 -5.8820
F -3.8925 -1.1228 -7.1267
C -2.6755 -1.6140 -3.5154
O -1.7610 -0.7648 -2.9740
F -2.6198 -3.0286 -3.0796
C -6.0662 -2.0113 -3.5707
O -5.8975 -3.3368 -3.8024
H -5.1246 -3.6343 0.4782
H -4.5651 -1.8447 0.9814
H -4.7655 -3.2057 2.3148
H -7.3648 -3.4073 1.8963
H -6.8382 -1.5910 2.4280
H -6.7570 -0.9755 -0.1640
H -8.4972 -1.2024 0.5285
H -6.8056 -3.6098 -1.0045
H -8.5650 -3.7545 -0.2640
H -5.0921 2.4709 -5.1464
H -3.4444 1.6151 -4.5763
H -5.0063 2.3121 -1.9681
H -5.0638 3.8476 -3.1658
H -2.2774 1.7648 0.8515
H -1.0604 1.9083 -0.6562
H -2.5381 0.6295 -0.6653
C 3.3824 4.8135 1.7708
O 2.4412 5.8453 1.4817
C 1.3848 5.4432 0.7309
O 1.1948 4.3140 0.3071
O 0.5766 6.5151 0.5333
C -0.5847 6.2385 -0.2470
H 4.1838 5.2467 2.3756
H 2.9108 4.0115 2.3480
H 3.8211 4.4214 0.8477
H -1.2149 5.4935 0.2495
H -0.3045 5.9034 -1.2508
H -1.1572 7.1653 -0.3412
C 7.6235 2.2006 -0.8243
O 7.7385 1.1778 0.1630
C 6.7724 1.2098 1.1153
O 5.8566 2.0148 1.1811
O 7.0017 0.1911 1.9818
C 6.0557 0.1011 3.0454
H 8.4464 2.0794 -1.5341
H 6.6800 2.1045 -1.3715
H 7.7074 3.1911 -0.3657
H 5.0496 -0.0789 2.6530
H 6.0770 1.0078 3.6587
H 6.3357 -0.7472 3.6759
C -0.5636 -3.7409 -1.5619
O 0.3930 -4.3986 -0.7332
C 0.0031 -4.5500 0.5577
O -1.0583 -4.1798 1.0343
O 0.9989 -5.1845 1.2263
C 0.7255 -5.4132 2.6073
H -0.1477 -3.6742 -2.5710
H -1.4933 -4.3170 -1.6102
H -0.7542 -2.7254 -1.2003
H -0.1526 -6.0561 2.7257
H 0.5864 -4.4644 3.1355
H 1.5880 -5.9257 3.0422
C 4.4557 8.2904 2.5014
O 5.6558 8.1578 3.2605
C 6.6838 8.9254 2.8185
O 6.6526 9.6843 1.8625
O 7.7524 8.7023 3.6245
C 8.9164 9.4491 3.2758
H 3.7019 7.6327 2.9430
H 4.0831 9.3190 2.5449
H 4.6186 7.9797 1.4644
H 8.7222 10.5239 3.3502
H 9.2576 9.1847 2.2697
H 9.7076 9.1927 3.9856
C 3.2516 -8.4152 -0.5402
O 4.2082 -9.0729 0.2885
C 3.8183 -9.2243 1.5794
O 2.7569 -8.8541 2.0561
O 4.8141 -9.8588 2.2480
C 4.5407 -10.0875 3.6290
H 3.6675 -8.3486 -1.5492
H 2.3218 -8.9913 -0.5884
H 3.0610 -7.3997 -0.1786
H 3.6626 -10.7304 3.7474
H 4.4016 -9.1387 4.1573
H 5.4031 -10.6000 4.0639


Record 6
A molecular structure, C26H51Cl3N2O6PPdSi in a non-equilibrium geometry, computed with ωB97M-V/def2-TZVPD.

As for the charge: -1. The highest occupied orbital energy (spin up / spin down) is -0.167 / -0.167 Ha. For the LUMO energy (spin up / spin down), the calculation gives 2.43 / 1.00 eV. For the strongest force on any atom, the calculation gives 3.02 eV/Å. As for the expectation value of S²: 2.01. As for the electronic energy: -3721.63024 a.u. Its spin multiplicity is 3.

CARTESIAN COORDINATES (ANGSTROEM)
C 1.3689 0.8803 -5.7812
C 0.6116 0.0100 -4.8478
H 1.7596 0.2728 -6.6152
H 2.2104 1.4311 -5.3518
H 0.6494 1.6197 -6.1806
C 0.2045 -1.2421 -5.1316
C 0.1464 -1.6420 -6.5568
H -0.2765 -1.8976 -4.4199
H 1.0984 -1.9781 -6.9372
H -0.2412 -0.8228 -7.1709
H -0.5499 -2.4713 -6.6416
Pd 0.6619 2.3038 1.5297
Cl 1.4257 4.4286 1.4490
Cl 1.7027 -0.0560 -0.2430
C -2.5654 -0.3691 1.1946
O -1.8715 -1.3620 1.4340
N -3.9069 -0.3503 1.3810
C -4.4764 -1.6563 1.6660
C -4.7601 0.7339 0.9307
H -2.1157 0.5561 0.7787
H -3.7257 -2.1774 2.2657
H -4.6129 -2.2118 0.7225
H -5.4202 -1.5613 2.1990
H -4.2693 1.7078 1.0581
H -5.6968 0.7595 1.4800
H -5.0294 0.6499 -0.1287
H 2.0169 -3.1286 -2.5348
H -0.1154 -4.2626 -2.9863
C 1.9738 -3.5124 -1.4976
C -0.2443 -4.5339 -1.9211
N 0.5570 -3.5714 -1.1200
H 2.4976 -2.8221 -0.8069
C 0.2529 -3.3728 0.2446
O 1.0375 -3.1325 1.1011
H -1.3082 -4.4356 -1.6151
H -0.8605 -3.4477 0.4082
H 2.4129 -4.5358 -1.4748
H 0.1156 -5.5752 -1.7498
O 1.6876 0.0683 -2.8285
C 0.3776 0.5320 -3.3977
C -1.1690 -1.2846 -2.3858
C -0.9854 0.0476 -2.7431
H -0.2994 -1.9537 -2.4064
C -2.4385 -1.7990 -2.1106
H 0.3221 1.6221 -3.5334
C -2.1096 0.8918 -2.6964
H -2.5749 -2.8630 -1.9184
C -3.5487 -0.9644 -2.0807
C -3.3748 0.3990 -2.3561
H -1.9728 1.9438 -2.9674
H -4.5549 -1.3532 -1.9010
H -4.2243 1.0726 -2.3254
Si 3.0597 0.5972 -1.7861
Cl -1.0675 2.6590 0.2481
C 4.6819 -0.5511 -1.3759
C 3.6839 2.2072 -0.6235
C 3.4935 1.4766 -3.3855
H 4.3742 -1.5981 -1.2799
H 5.0483 -0.1799 -0.3941
H 5.4620 -0.4009 -2.1472
H 3.6205 0.6928 -4.1475
H 4.4123 2.0519 -3.2164
H 2.6842 2.1473 -3.6730
H 2.7992 2.6496 -0.1283
H 4.2015 3.0188 -1.1307
H 4.3665 1.7907 0.1354
C -2.3246 -0.4563 4.8938
C -2.4671 0.9696 4.4489
O -1.6085 1.3209 3.3580
P -0.0223 1.5583 3.4042
O 0.1938 2.4525 4.7296
C 0.9803 3.7176 4.8145
C 0.2999 4.5746 5.8587
O 0.4786 0.1164 3.8153
C 1.6364 -0.2851 4.6252
C 2.8137 0.6659 4.7068
H -2.1270 -1.1447 4.0700
H -3.2509 -0.7634 5.3795
H -1.5281 -0.5385 5.6374
H -3.4672 1.1768 4.0869
H -2.2667 1.6294 5.2890
H 2.0148 3.4375 5.0635
H 0.9750 4.1971 3.8142
H -0.6901 4.8381 5.4777
H 0.1705 4.0275 6.7945
H 0.8690 5.4843 6.0454
H 1.2530 -0.4814 5.6282
H 1.9935 -1.2205 4.1766
H 2.6417 1.5554 5.3569
H 3.5745 0.0540 5.2189
H 3.2452 0.9685 3.7315


Record 7
2 unconnected molecules or ions with the total composition C9H14O in a non-equilibrium geometry, computed with ωB97M-V/def2-TZVPD.

As for the charge: +1. The highest occupied orbital energy (spin up / spin down) is -0.518 / -0.533 Ha. For the LUMO energy (spin up / spin down), the calculation gives -4.11 / -7.53 eV. For the strongest force on any atom, the calculation gives 2.10 eV/Å. As for the expectation value of S²: 0.77. As for the electronic energy: -426.24123 a.u. The value obtained for the energy above the lowest of the compared OMol25 structures with the same formula, charge and spin is 0.953 eV. Its spin multiplicity is 2.

CARTESIAN COORDINATES (ANGSTROEM)
C 1.2357 -0.3510 2.3969
C 0.7773 0.6248 1.3835
C -0.3771 1.4357 1.6934
C 1.0907 0.4164 0.0172
C -0.9132 2.2260 0.7425
C 0.7401 1.3487 -0.9293
C -0.2622 2.2649 -0.5324
O -0.6368 3.2560 -1.3360
H 2.2826 -0.6118 2.3499
H 0.5897 -1.2324 2.2492
H -0.7749 1.3192 2.6924
H 1.7114 -0.4248 -0.2597
H -1.8431 2.7537 0.7617
H 1.2027 1.3314 -1.9036
H 0.1122 3.7142 -1.7500
H 0.9581 -0.0943 3.4206
C -0.4897 -2.8176 -0.9292
C -0.9353 -1.6419 -1.8361
H -0.0225 -2.4948 -0.0079
H -1.3118 -3.4419 -0.5811
H 0.1755 -3.4536 -1.5049
H -2.0059 -1.7390 -2.0168
H -0.3611 -1.7326 -2.7408
H -0.9421 -0.6554 -1.3795